Density functional theory data (ωB97M-V/def2-TZVPD) for a single C5H11NO2 molecule.

The geometry in XYZ format:
```
19
Properties=species:S:1:pos:R:3:mulliken_charge:R:1
H 2.187 -0.221 -0.430 0.28
H -2.304 -1.065 -1.398 0.31
H -3.113 -2.066 -0.183 0.37
O 0.453 -1.131 1.069 -0.54
H 1.873 1.700 1.092 0.29
H 1.208 2.670 -0.226 0.31
H -0.111 -0.439 -1.369 0.26
H 0.285 -1.267 2.008 0.31
H -1.394 -2.322 -0.536 0.35
N 0.056 0.327 -0.723 -0.48
C 1.906 1.872 0.021 -1.20
H 2.910 2.195 -0.243 0.39
C 1.561 0.617 -0.761 -0.32
H -0.298 0.808 1.254 0.39
C -1.826 -0.576 0.616 0.50
O -2.574 -0.240 1.498 -0.54
H 1.753 0.769 -1.825 0.41
C -0.381 -0.051 0.575 0.27
C -2.191 -1.580 -0.441 -1.36
```

Values from the calculation:
E: -10948.08505 eV
HOMO: -9.579 eV
Frontier orbital gap: 0.3810 Ha
Largest force on an atom: 1.536 eV/Å
SMILES: CCN[C@H](O)C(C)=O
Relative energy (zero: lowest compared OMol25 entry of this formula, charge and spin): 1.182 eV